(1)
Below is a structure of composition C29H26BrIN2O4STi, with properties calculated with ωB97M-V with the def2-TZVPD basis set.

```
65
Properties=species:S:1:pos:R:3:forces:R:3
Ti 0.42220 0.18327 -0.36477 -0.0195 0.2804 -0.5905
S 2.50597 0.25465 3.73326 -0.0363 0.0233 -0.0153
C 0.80371 0.32432 4.06854 0.0440 -0.0178 0.0136
C 0.16405 0.36787 5.30145 -0.0242 0.0004 0.0358
C -1.21787 0.40985 5.32047 0.0389 -0.0026 0.0001
C -1.94539 0.41040 4.12770 0.0059 0.0027 -0.0445
C -1.30735 0.36997 2.90229 -0.0476 0.0018 0.0243
C 0.08547 0.32411 2.86925 -0.0080 0.0311 -0.0118
N 0.86938 0.27055 1.71763 0.4284 -0.0807 0.6019
C 2.15763 0.22530 2.02668 -0.4570 -0.0369 0.0116
C 3.16930 0.13382 0.99116 0.1435 -0.0210 -0.1282
C 4.53199 0.07265 1.30845 -0.0399 0.0030 -0.0214
C 5.46245 -0.03085 0.29245 0.0133 0.0029 0.0158
C 5.02334 -0.07751 -1.02850 -0.0509 0.0041 0.0057
C 3.66426 -0.01282 -1.31559 0.0663 0.0049 -0.0264
C 2.67266 0.10142 -0.33111 0.1635 0.0247 0.0809
H 0.73321 0.36758 6.22179 -0.0025 -0.0005 -0.0010
H -1.73918 0.44337 6.26793 0.0033 0.0010 0.0019
H -3.02641 0.44741 4.16170 0.0011 0.0002 0.0013
H -1.86785 0.38719 1.97942 0.0170 -0.0057 0.0013
H 4.86567 0.10216 2.34108 0.0063 -0.0025 0.0031
H 6.51939 -0.07992 0.52090 -0.0007 0.0006 0.0047
H 5.74803 -0.16393 -1.83044 -0.0019 0.0012 -0.0041
H 3.37277 -0.05223 -2.36542 0.0060 -0.0115 0.0063
C -0.73192 -0.24704 -3.41717 -0.0033 -0.0053 0.0184
O 0.23641 0.46811 -2.65833 0.0449 -0.0372 -0.0066
C 0.26677 1.84942 -3.01112 -0.0146 -0.0406 0.0170
C 1.32394 2.54008 -2.19283 -0.0083 0.0018 0.0068
O 0.97390 2.41750 -0.82582 -0.0177 -0.0571 -0.0571
C 1.84735 3.14919 0.02338 -0.0099 -0.0037 -0.0070
H -0.46534 -0.21951 -4.47710 -0.0033 -0.0039 -0.0077
H -1.72720 0.18515 -3.27901 0.0001 -0.0068 -0.0011
H -0.73877 -1.27112 -3.05437 -0.0042 0.0031 -0.0019
H -0.71523 2.28995 -2.81094 0.0000 0.0098 0.0091
H 0.50119 1.94827 -4.07627 -0.0009 0.0090 -0.0048
H 1.35904 3.59835 -2.47590 0.0004 0.0038 -0.0003
H 2.30847 2.09236 -2.36457 0.0040 0.0020 0.0001
H 1.77927 4.21501 -0.21233 0.0005 0.0033 0.0051
H 2.87810 2.80439 -0.08995 -0.0004 0.0022 0.0007
H 1.51659 2.97814 1.04468 0.0028 -0.0012 0.0020
Br 2.64122 -4.78439 -2.81368 0.0171 -0.0221 -0.0208
C 1.69011 -4.01860 -1.37712 -0.0183 0.0587 0.0352
C 1.20633 -4.80258 -0.34435 0.0112 -0.0692 -0.0267
C 0.50947 -4.17689 0.67438 -0.0322 0.0576 0.0303
C 0.32292 -2.80542 0.62037 0.0229 -0.0653 -0.0477
N 0.80532 -2.05860 -0.37369 -0.0366 0.0005 -0.0463
C 1.47955 -2.65230 -1.35766 0.0043 -0.0654 0.0640
H 1.37024 -5.87150 -0.34198 0.0047 0.0044 0.0041
H 0.11004 -4.74183 1.50487 0.0068 -0.0133 -0.0068
H -0.22977 -2.28013 1.38903 -0.0022 0.0046 -0.0153
H 1.87048 -2.01378 -2.13830 0.0091 0.0192 -0.0128
I -8.47177 0.70358 -1.16789 -0.0209 0.0019 -0.0022
C -6.40018 0.58176 -0.94492 0.0142 -0.0057 -0.0005
C -5.66989 1.73845 -0.71130 0.0022 0.0011 0.0042
C -4.29400 1.65162 -0.56504 -0.0151 0.0046 -0.0103
C -3.65623 0.42030 -0.65162 0.0102 -0.0174 -0.0043
C -4.40071 -0.73039 -0.88265 -0.0141 0.0163 -0.0023
C -5.77674 -0.65523 -1.03204 0.0048 -0.0016 0.0026
C -2.17114 0.33284 -0.49374 0.0009 -0.0307 0.0223
O -1.60559 -0.79514 -0.53538 -0.1123 0.0127 0.0673
O -1.49678 1.38087 -0.31906 -0.0984 0.0230 0.0280
H -6.16945 2.69494 -0.64319 0.0013 0.0021 0.0007
H -3.69802 2.53545 -0.38011 0.0021 0.0001 -0.0007
H -3.88741 -1.68088 -0.94131 0.0027 0.0001 0.0010
H -6.35801 -1.54896 -1.21227 -0.0031 0.0014 -0.0006
```
Forces are in eV/Å.

- Kohn-Sham gap (alpha / beta) (eV) = 5.5 / 8.4
- E_LUMO (alpha / beta) (eV) = 0.278 / 0.385
- expectation value of S² = 2.01
- molecular weight (g mol⁻¹) = 753.279
- spin multiplicity = 3

(2)
Below is an isolated molecule of C4H8N4O, with properties calculated with ωB97M-V with the def2-TZVPD basis set.

```
17
Properties=species:S:1:pos:R:3:forces:R:3
N -3.97206 -0.85310 -0.39877 0.8380 0.0057 0.1094
C -2.83638 -0.78369 -0.15435 -0.3614 0.1415 -0.0429
N -1.53786 -0.70420 0.15924 -0.3547 -0.2668 0.0002
C -1.00571 0.48401 0.18337 -0.2152 0.5067 -0.0411
N -1.65020 1.60768 -0.28285 0.2847 0.2946 0.4172
N 0.25185 0.64598 0.69650 -0.5871 0.0641 -0.4003
C 1.10503 -0.50232 0.94484 -0.2913 -0.1782 0.0670
C 1.79295 -0.93936 -0.32317 -0.1278 -0.7909 -0.2297
O 2.50261 0.18275 -0.82244 0.0981 -0.0435 0.0392
H -1.36427 2.52754 0.06050 -0.0933 -0.7270 -0.1880
H -2.64486 1.51681 -0.47698 0.3729 -0.0847 0.0712
H 0.78009 1.40617 0.30645 -0.0578 0.3499 -0.0828
H 0.49228 -1.30966 1.35319 0.2132 0.1324 0.0049
H 1.83150 -0.16240 1.66833 0.2940 -0.1661 0.3147
H 1.02448 -1.26996 -1.03100 -0.0141 0.1301 -0.0553
H 2.45030 -1.82012 -0.16806 -0.1319 0.5182 0.1955
H 2.78027 -0.02615 -1.71481 0.1338 0.1140 -0.1792
```
Forces are in eV/Å.

- Kohn-Sham gap (eV) = 9.9
- E_LUMO (eV) = 0.548
- structure (SMILES) = N#C/N=C(\N)NCCO
- molecular weight (g mol⁻¹) = 128.135

For each record above, in turn, the calculated relative energy (zero: lowest compared OMol25 entry of this formula, charge and spin) values are 0.033; 0.840 eV.
For each record above, in turn, the calculated electronic energy values are -153760.7698; -12285.5970 eV.